(1)
{"formula": "C15H31AsBr2EuN4OS2", "method": "ωB97M-V with the def2-TZVPD basis set", "symbols": ["Eu", "Br", "C", "Br", "H", "H", "N", "C", "C", "C", "N", "C", "C", "N", "C", "H", "H", "H", "H", "H", "H", "H", "H", "H", "H", "H", "H", "H", "H", "H", "H", "O", "N", "C", "C", "C", "C", "C", "S", "H", "H", "H", "H", "C", "As", "C", "C", "S", "H", "H", "H", "H", "H", "H", "H", "H", "H"], "positions_angstrom": [[-0.81237, -0.52678, 0.68409], [-0.60190, -2.27370, 2.79827], [-3.59880, -0.82064, 3.72555], [-3.31943, 0.28620, 2.24296], [-3.40233, -0.37756, 4.68430], [-4.03053, -1.78304, 3.52119], [2.35635, -1.21019, 2.16980], [3.30362, -0.05264, 2.37662], [3.53399, 0.70592, 1.07406], [2.42995, 1.66486, 0.62966], [1.30114, 0.96735, -0.03872], [1.93205, 2.52152, 1.78860], [1.56858, 1.73721, 3.04241], [0.30760, 0.97253, 2.82267], [2.73116, 0.83686, 3.47720], [2.36591, -1.63168, 1.23005], [1.40257, -0.85569, 2.28976], [2.44297, -1.95477, 2.86389], [4.24327, -0.49681, 2.70159], [3.79061, 0.01143, 0.26840], [4.43377, 1.30406, 1.23634], [2.88947, 2.33492, -0.10211], [1.65477, 0.38829, -0.79745], [0.74298, 1.68534, -0.50163], [1.08767, 3.13682, 1.46462], [2.72368, 3.22650, 2.05445], [1.40628, 2.44827, 3.85612], [-0.44219, 1.66205, 2.75826], [0.06565, 0.42768, 3.64987], [2.45366, 0.23826, 4.34974], [3.53925, 1.48872, 3.81536], [0.95564, -1.85405, -0.18114], [0.88807, -2.67377, -1.24432], [2.05422, -3.16992, -1.72477], [2.06556, -4.01097, -2.79769], [0.84624, -4.35163, -3.39302], [-0.31827, -3.82410, -2.89967], [-0.31051, -2.94526, -1.80470], [-1.75581, -2.21275, -1.20576], [2.93087, -2.85938, -1.17864], [3.00760, -4.39891, -3.15458], [0.81906, -5.02599, -4.23757], [-1.27587, -4.06404, -3.33755], [-3.98860, 0.08871, -2.79228], [-3.14741, 1.75319, -2.39318], [-4.51783, 3.03318, -2.02653], [-2.18039, 2.32385, -3.93725], [-1.82316, 1.69071, -0.70958], [-4.68368, 0.25262, -3.61529], [-4.52671, -0.26002, -1.91263], [-3.22883, -0.63965, -3.06388], [-5.10212, 3.20131, -2.93019], [-4.05003, 3.95947, -1.70030], [-5.15423, 2.64224, -1.23524], [-2.88323, 2.52618, -4.74420], [-1.49363, 1.53159, -4.22815], [-1.62637, 3.22609, -3.68787]], "atomic_forces_ev_per_a": [[0.958, -0.370, -0.275], [-0.131, -0.036, 0.183], [0.030, 0.073, -0.145], [-0.157, 0.103, -0.008], [-0.032, -0.056, 0.050], [0.017, -0.034, 0.071], [0.015, 0.263, -0.101], [-0.088, -0.136, -0.009], [0.110, -0.022, 0.016], [0.024, -0.017, -0.067], [-0.289, -0.002, 0.006], [0.039, 0.099, 0.021], [-0.045, -0.085, 0.055], [-0.169, 0.008, -0.104], [0.067, 0.037, 0.039], [-0.020, -0.032, -0.021], [-0.166, -0.251, 0.159], [0.070, 0.033, 0.023], [0.018, 0.046, -0.001], [-0.018, -0.009, -0.007], [-0.018, 0.013, -0.012], [0.005, 0.006, 0.027], [0.087, -0.013, 0.041], [0.013, -0.005, -0.019], [-0.028, -0.033, -0.007], [0.005, -0.012, -0.013], [0.036, 0.018, -0.015], [0.014, -0.001, -0.012], [0.083, 0.004, 0.027], [-0.017, -0.023, -0.013], [-0.019, 0.010, -0.004], [-0.111, 0.331, -0.141], [-0.005, 0.115, 0.136], [-0.125, -0.077, 0.105], [0.026, 0.003, 0.023], [0.036, -0.031, -0.022], [-0.033, 0.034, 0.048], [-0.123, -0.001, 0.025], [0.017, -0.096, -0.116], [0.032, -0.010, -0.040], [-0.012, -0.014, -0.022], [0.016, -0.002, -0.002], [-0.002, 0.000, -0.003], [-0.032, -0.072, 0.009], [0.037, -0.044, 0.240], [-0.005, 0.043, 0.024], [0.069, 0.012, -0.041], [-0.101, 0.211, -0.005], [-0.006, -0.032, -0.007], [-0.013, 0.004, -0.019], [-0.027, -0.014, -0.020], [-0.016, 0.004, 0.011], [-0.028, 0.013, -0.010], [-0.008, 0.026, 0.002], [0.008, -0.009, -0.015], [0.014, 0.026, -0.021], [-0.002, 0.003, -0.026]], "mulliken_spin": [6.1154, -0.0161, 0.8744, 0.0327, 0.0292, 0.0281, 0.0014, 0.0006, -0.0004, -0.0012, -0.0110, 0.0006, 0.0005, -0.0031, 0.0004, -0.0005, -0.0017, 0.0007, -0.0001, 0.0002, 0.0000, -0.0003, 0.0011, -0.0014, -0.0006, 0.0001, 0.0000, -0.0011, -0.0008, -0.0002, 0.0000, -0.0165, -0.0033, 0.0005, -0.0012, 0.0011, -0.0002, -0.0003, -0.0203, 0.0001, 0.0000, 0.0001, 0.0003, 0.0002, -0.0022, -0.0003, -0.0003, -0.0051, 0.0001, 0.0004, -0.0003, -0.0001, -0.0001, 0.0006, -0.0001, 0.0001, 0.0000], "de_lowest_kj_mol": 22.3, "lumo_ev": [-7.0, -5.2], "spin_multiplicity": 8, "gap_ev": [6.5, 8.4], "charge": 2}


(2)
{"formula": "C15H31AsN3O3SeSr", "method": "ωB97M-V with the def2-TZVPD basis set", "symbols": ["Sr", "C", "N", "C", "C", "O", "C", "O", "C", "C", "O", "N", "C", "C", "H", "H", "H", "H", "H", "H", "H", "H", "H", "H", "H", "H", "H", "H", "H", "H", "Se", "C", "N", "C", "C", "As", "C", "C", "C", "C", "H", "H", "H", "H", "H", "H", "H", "H", "H", "H", "H", "H", "H", "H", "H"], "positions_angstrom": [[-0.49899, 0.15236, -0.18164], [3.23989, 3.01334, -0.60053], [1.97868, 3.24765, 0.10768], [1.38102, 4.57050, -0.05274], [1.34393, 2.19753, 0.63109], [1.77205, 1.03555, 0.56640], [0.10148, 2.55520, 1.51962], [-1.21093, 1.99460, 1.25072], [-2.01832, 2.50558, 0.17379], [-1.47169, 2.64797, -1.28859], [-0.43315, 2.11247, -1.72055], [-2.27280, 3.37407, -2.05637], [-1.84875, 3.54958, -3.45203], [-3.50754, 4.00951, -1.59808], [3.92460, 3.82793, -0.37414], [3.06186, 2.97738, -1.67661], [3.67133, 2.07373, -0.27702], [2.02205, 5.14640, -0.71304], [1.31240, 5.10606, 0.89408], [0.39755, 4.51030, -0.51892], [0.02318, 3.63921, 1.61310], [0.35355, 2.15876, 2.50175], [-2.39604, 3.48368, 0.47817], [-2.89149, 1.84858, 0.12869], [-0.91573, 4.10930, -3.50078], [-2.62298, 4.08960, -3.98605], [-1.69325, 2.57945, -3.91962], [-4.13575, 3.31320, -1.04480], [-4.06761, 4.32731, -2.47075], [-3.30648, 4.88815, -0.98315], [-2.31276, -1.51091, -2.04412], [-2.63209, -1.81213, -0.27324], [-2.71435, -1.87555, 0.88488], [0.81624, -4.01093, -1.65976], [0.03418, -4.22329, -0.36486], [0.41219, -2.80288, 0.92452], [2.33976, -3.06957, 1.19611], [2.76672, -4.47952, 1.58207], [-0.30925, -3.46226, 2.63102], [-0.75987, -4.91803, 2.64225], [0.33500, -4.52241, -2.49303], [1.83449, -4.39280, -1.57642], [0.87833, -2.95393, -1.93180], [0.27995, -5.18388, 0.08571], [-1.04044, -4.21330, -0.54640], [2.63160, -2.35015, 1.96482], [2.83127, -2.75062, 0.27427], [2.28505, -4.80395, 2.50524], [3.84484, -4.53202, 1.74021], [2.51529, -5.20148, 0.80384], [-1.14917, -2.81261, 2.87245], [0.47198, -3.28680, 3.37419], [-1.53656, -5.09618, 1.89839], [-1.17660, -5.17416, 3.61725], [0.06213, -5.60559, 2.44270]], "atomic_forces_ev_per_a": [[0.306, -2.501, -0.292], [-0.029, 0.065, 0.024], [0.143, -0.319, -0.175], [0.035, 0.090, 0.057], [-0.268, 0.665, 0.308], [-0.730, 0.119, -0.084], [0.001, 0.649, 0.160], [0.873, -0.241, -1.031], [-0.040, 0.830, 0.193], [-0.391, 0.151, 0.478], [-0.211, 0.109, 0.759], [0.280, 0.060, -0.340], [-0.037, -0.034, -0.037], [-0.077, -0.020, -0.004], [0.006, 0.001, -0.010], [0.010, -0.007, -0.002], [-0.007, -0.022, 0.021], [0.006, 0.002, -0.018], [0.023, 0.022, -0.030], [0.006, 0.009, 0.005], [-0.184, -0.169, -0.006], [-0.037, -0.053, 0.026], [0.089, -0.011, 0.007], [0.004, -0.102, 0.109], [0.002, 0.003, 0.011], [0.002, 0.005, 0.000], [-0.008, -0.007, 0.011], [0.002, 0.014, -0.028], [-0.001, 0.001, -0.009], [0.006, 0.007, -0.004], [0.034, 0.138, 0.009], [-0.053, 0.219, -0.054], [0.068, 0.160, -0.004], [0.005, -0.003, 0.008], [-0.028, 0.002, 0.010], [0.284, 0.191, -0.040], [-0.012, -0.050, 0.008], [-0.013, -0.005, 0.000], [-0.037, 0.002, -0.023], [-0.003, 0.000, -0.001], [0.025, -0.039, 0.012], [0.014, 0.036, 0.015], [-0.039, 0.000, -0.023], [-0.038, -0.024, -0.013], [-0.001, 0.050, -0.003], [0.003, 0.002, -0.002], [0.008, -0.002, 0.001], [0.007, 0.002, 0.005], [0.003, 0.004, -0.006], [0.000, -0.002, 0.004], [-0.001, 0.000, -0.003], [0.001, 0.007, 0.003], [-0.006, 0.001, 0.003], [0.006, -0.001, 0.003], [-0.002, -0.002, -0.007]], "mulliken_charge": [0.9799, -1.0988, 0.1463, -1.0229, 0.7389, -0.7646, -0.4058, -0.4422, -1.2704, 0.9619, -0.6819, 0.1788, -0.8734, -0.9475, 0.4173, 0.3738, 0.3160, 0.4047, 0.3621, 0.2811, 0.4389, 0.2947, 0.6282, 0.4231, 0.3041, 0.3354, 0.3129, 0.3607, 0.2982, 0.3646, -0.3317, 0.0937, -0.4593, -1.3142, -0.6060, 0.3578, -0.7604, -1.0730, -0.7049, -1.1681, 0.3568, 0.3068, 0.2194, 0.4930, 0.5693, 0.4708, 0.4324, 0.2169, 0.3945, 0.2375, 0.4147, 0.5070, 0.2967, 0.3884, 0.2480], "de_lowest_kj_mol": 128.2, "lumo_ev": -2.7, "gap_ev": 8.0, "charge": 1}